Record 1
Below is a cluster of 2 separate species, C3H6NO2P2 in total at a distorted geometry, with properties calculated with wB97M-V/def2-TZVPD.

Last column: Mulliken charge in e.
Cartesian coordinates (Å):
C 0.0026 0.7425 -1.1725  -0.595
C 1.1641 1.1119 -1.9979  0.444
C 1.7428 0.4950 -0.0089  -0.419
N 0.4844 0.3426 0.0570  -0.028
O 2.2573 0.9035 -1.2105  -0.332
O 1.2411 1.6346 -3.1144  -0.758
P -1.1644 -1.7610 0.7690  -0.040
P -1.3063 0.1282 1.7562  -0.078
H -1.0256 0.7230 -1.5018  0.410
H 2.4620 0.1332 0.7426  0.351
H -2.2876 -0.3246 2.7965  0.028
H -2.3390 -2.6082 0.8270  0.014
H -1.0295 -1.2569 -0.4840  -0.001
H -0.2018 -0.2639 2.5417  0.004

Properties
Spin multiplicity: 1
Charge: -1
E: -1005.8302 Eh
Frontier orbital gap: 6.8 eV

***

Record 2
Below is a cluster of 2 separate species, C2H5B in total at a distorted geometry, with properties calculated with wB97M-V/def2-TZVPD.

Last column: Mulliken charge in e.
Cartesian coordinates (Å):
B -0.8681 -0.1738 -0.0925  -0.028
C 0.4975 -0.6080 -0.1034  -0.406
C 0.2562 0.9218 -0.0563  -0.621
H -2.8598 -0.9309 0.0871  -0.054
H 0.7989 -0.9539 0.8580  0.232
H 0.9832 -1.1808 -0.7594  0.371
H 0.5796 1.6194 -0.8431  0.268
H 0.6124 1.3061 0.9097  0.239

Properties
Spin multiplicity: 1
Charge: 0
E: -103.8366 Eh
Frontier orbital gap: 9.3 eV

***

Record 3
Below is a cluster of 5 separate species, C18H19F3O2 in total at a distorted geometry, with properties calculated with wB97M-V/def2-TZVPD.

Last column: Mulliken charge in e.
Cartesian coordinates (Å):
F -4.7260 -1.4786 1.0816  -0.340
C -3.5282 -2.0291 0.9668  0.572
C -2.6395 -1.6158 0.0133  -0.541
C -1.3516 -2.1890 -0.0397  -0.091
C -1.0100 -3.1788 0.8452  -0.816
C -1.9447 -3.5263 1.8064  -0.168
C -3.2099 -2.9546 1.9194  -0.623
H -2.9624 -0.8611 -0.7034  0.443
H -0.6339 -1.8352 -0.7801  0.358
H -0.0256 -3.6525 0.7603  0.404
H -1.6253 -4.2895 2.4735  0.345
H -3.9259 -3.2063 2.6817  0.455
F 4.6867 -4.0681 0.3988  -0.321
C 4.8951 -2.7045 0.3152  0.559
C 4.1046 -1.9846 -0.5480  -0.521
C 4.3357 -0.6025 -0.6047  -0.415
C 5.2237 -0.0087 0.2198  -0.587
C 6.0605 -0.7761 1.0393  -0.409
C 5.8570 -2.1651 1.0981  -0.479
H 3.3106 -2.4711 -1.1057  0.431
H 3.7756 0.0050 -1.3218  0.544
H 5.3101 1.0623 0.2500  0.392
H 6.7664 -0.3903 1.7197  0.391
H 6.4716 -2.7965 1.7208  0.416
F -1.4796 1.6851 0.9615  -0.413
C -2.2443 2.5872 0.2889  0.698
C -3.5501 2.7825 0.6806  -0.715
C -4.1923 3.7951 -0.0077  -0.220
C -3.6623 4.5227 -1.0842  -0.647
C -2.3914 4.2729 -1.4550  -0.356
C -1.6518 3.3365 -0.7256  -0.386
H -3.9974 2.2489 1.5010  0.476
H -5.1427 4.1192 0.3649  0.331
H -4.2237 5.2961 -1.5530  0.420
H -1.9493 4.7708 -2.3042  0.392
H -0.6303 3.1711 -1.0498  0.368
O 0.2402 1.6862 -3.1383  -0.645
H 0.1894 1.0147 -2.4186  0.315
H -0.4630 1.4634 -3.7537  0.315
O 0.5700 0.2606 -0.5443  -0.497
H 1.4280 0.1696 -0.1254  0.259
H -0.0641 0.5345 0.1565  0.303

Properties
Spin multiplicity: 1
Charge: 0
SMILES: Fc1ccccc1.Fc1ccccc1.Fc1ccccc1.O.O
E: -1147.3567 Eh
Frontier orbital gap: 10.0 eV